The following is a DFT calculation (ωB97M-V/def2-TZVPD) of the molecule C2H4FNS2.

Results
Relative energy (zero: lowest compared OMol25 entry of this formula, charge and spin) = 39.2 kcal/mol
E = -1029.51288 hartree
Orbital gap = 8.604 eV

XYZ file:
```
10
Properties=species:S:1:pos:R:3:forces:R:3:mulliken_charge:R:1
C 0.46417 0.28438 -0.01694 -0.842 2.906 1.758 0.17
C 1.87149 -0.10532 0.12208 2.680 -0.440 2.763 -0.20
H -2.14661 0.52569 0.02842 0.150 0.413 0.021 0.12
H 0.12127 -1.78200 -0.29412 -1.038 3.692 2.447 0.40
H 2.32940 -0.13138 1.34671 -1.640 0.678 -3.665 0.21
H 2.53997 0.48644 -0.52939 -0.217 -0.534 0.383 0.29
N -0.26652 -0.80130 0.25502 -1.234 -3.017 -3.254 -0.29
F 1.89702 -1.46904 -0.19800 1.612 -0.191 -0.577 -0.33
S -1.97970 -0.79422 -0.02583 -0.183 -0.430 0.282 -0.08
S -0.02440 1.96031 -0.04828 0.712 -3.075 -0.159 -0.30
```
Forces are in eV/Å.

The following is a DFT calculation (ωB97M-V/def2-TZVPD) of a 2-piece molecular cluster, C3H10O2S2 overall.

Results
Relative energy (zero: lowest compared OMol25 entry of this formula, charge and spin) = 25.2 kcal/mol
E = -1067.10621 hartree
Orbital gap = 8.930 eV

XYZ file:
```
17
Properties=species:S:1:pos:R:3:forces:R:3:mulliken_charge:R:1
C 0.57390 0.36334 1.15966 1.622 1.408 -0.749 -0.26
C -0.80313 0.95737 1.10179 -0.579 -1.520 1.445 -0.63
O -1.62632 0.06913 0.35157 -2.156 -0.653 0.968 -0.43
C 1.25682 0.03388 -0.22864 0.979 -0.410 1.063 -0.84
S 2.10447 -1.67313 -0.30258 -1.150 1.681 -0.307 -0.11
S 0.49460 -2.72417 -0.96593 -0.322 -1.988 1.686 -0.23
H 0.60968 -0.54589 1.73632 -0.162 -0.125 0.508 0.34
H 1.21108 1.19036 1.64713 -0.674 -1.455 -0.394 0.24
H -1.16765 1.11456 2.18532 0.326 -0.060 -1.704 0.35
H -0.82880 1.84670 0.53826 0.271 1.680 -0.174 0.33
H -2.50725 -0.03994 0.80741 1.513 0.198 -0.824 0.27
H 2.15874 0.60005 -0.24406 0.876 0.746 0.005 0.34
H 0.77348 0.32984 -1.17061 -0.073 -0.994 0.686 0.48
H 0.34515 -3.57712 0.20114 0.027 1.286 -1.746 0.16
H -0.70549 1.24989 -1.74195 -0.311 -0.111 -0.152 0.33
H -1.34485 0.11766 -2.56625 0.862 0.570 0.201 0.33
O -0.54444 0.68746 -2.50857 -1.048 -0.252 -0.513 -0.68
```
Forces are in eV/Å.

The following is a DFT calculation (ωB97M-V/def2-TZVPD) of an isolated ion of composition C7H9N2 and charge +1.

Results
Relative energy (zero: lowest compared OMol25 entry of this formula, charge and spin) = 175.8 kcal/mol
E = -381.12361 hartree
Net charge = +1
Orbital gap (alpha / beta) = 8.245 / 8.245 eV

XYZ file:
```
18
Properties=species:S:1:pos:R:3:forces:R:3:mulliken_charge:R:1
C -2.86146 0.49357 0.14452 0.436 1.218 0.976 -0.10
C -1.72370 1.33284 0.23352 7.342 -1.515 0.410 0.34
C -2.62781 -0.42159 -1.03766 -0.370 -1.442 -2.956 -0.20
C -0.83336 -1.17612 0.55061 1.478 -1.442 0.516 -0.72
C 0.21672 0.02037 0.54024 1.205 -1.557 0.575 0.47
C 2.46505 0.85091 -0.50847 -0.748 0.370 2.887 -1.40
C 1.34475 -0.15558 -0.48032 -0.394 -0.446 0.008 -0.62
N -0.44771 1.16616 0.14200 -9.787 4.185 -0.061 -0.32
N -2.06925 -0.77110 0.01966 -0.685 -0.488 0.298 0.27
H -3.85568 0.47618 0.57811 0.418 0.680 0.358 0.35
H -0.43369 -2.00099 -0.07777 -0.328 0.678 -0.010 0.36
H -0.92359 -1.62493 1.54387 -0.343 0.434 -0.064 0.30
H 0.53140 0.10426 1.60903 0.300 0.110 -0.906 0.38
H 2.26638 1.86487 -0.78077 -0.332 0.445 -0.348 0.37
H 3.07357 0.35727 -1.13847 2.515 -0.784 -2.883 0.44
H 3.08790 0.82443 0.40067 -0.634 0.273 0.145 0.35
H 1.82387 -1.07954 -0.20078 0.097 -0.690 -0.145 0.37
H 0.96659 -0.26103 -1.53799 -0.171 -0.029 1.202 0.37
```
Forces are in eV/Å.

The following is a DFT calculation (ωB97M-V/def2-TZVPD) of C2H12CsO5 as an isolated structure.

Results
E = -479.49997 hartree
Net charge = +1
Orbital gap = 9.675 eV

XYZ file:
```
20
Properties=species:S:1:pos:R:3:forces:R:3:mulliken_charge:R:1
Cs 9.63595 -16.69588 -17.36933 -0.050 0.247 0.475 1.02
O 10.20181 -18.43541 -14.54523 -0.225 0.378 -0.359 -0.62
H 9.40722 -18.85738 -14.19739 0.084 -0.057 0.120 0.35
H 10.31961 -18.80485 -15.42410 0.155 -0.505 0.243 0.27
O 8.12622 -19.18964 -18.80766 0.188 0.494 0.378 -0.62
H 9.07746 -19.14125 -18.93828 0.002 -0.550 -0.280 0.28
H 8.00166 -19.73520 -18.02208 -0.096 -0.213 -0.167 0.34
O 7.75207 -15.84989 -19.33751 0.260 0.235 -0.030 -0.65
H 8.29008 -16.03959 -20.11537 -0.296 0.027 -0.242 0.35
H 7.45919 -14.93865 -19.46188 -0.134 -0.053 -0.074 0.31
C 12.67356 -15.25479 -19.54693 0.954 0.421 0.531 0.20
C 13.59091 -16.44310 -19.49426 0.247 -0.544 -0.106 -0.53
O 13.05278 -17.58651 -20.16000 0.003 0.073 -0.245 -0.47
O 12.39983 -14.88234 -20.86663 -0.529 -0.009 0.088 -0.50
H 13.23871 -14.44496 -19.06943 -0.204 0.136 -0.132 0.30
H 11.78934 -15.37828 -18.89184 -0.223 -0.147 -0.440 -0.30
H 13.93136 -16.69744 -18.48393 -0.233 0.118 0.059 0.34
H 14.48156 -16.18401 -20.06672 0.022 -0.070 -0.002 0.30
H 12.21538 -17.85832 -19.77586 0.059 0.031 0.160 0.26
H 12.38836 -15.67835 -21.41334 0.014 -0.012 0.023 0.37
```
Forces are in eV/Å.

The following is a DFT calculation (ωB97M-V/def2-TZVPD) of a 14-piece molecular cluster, C48H76Cl8O30 overall.

Results
E = -7813.43468 hartree
Orbital gap = 9.835 eV

XYZ file:
```
162
Properties=species:S:1:pos:R:3:forces:R:3:mulliken_charge:R:1
C 2.11276 -0.34493 6.07525 0.182 -0.316 -0.795 -1.55
C 0.96741 -0.20344 5.09256 -0.394 0.666 1.554 1.19
C -0.09885 0.72005 5.67356 0.005 -0.830 0.605 -0.63
O -0.22076 1.77154 4.75770 0.095 1.284 -1.007 -0.29
C 0.76499 1.73399 3.84458 1.052 1.488 -2.434 0.20
O 1.01655 2.61134 2.97661 -0.995 -3.626 3.504 -0.61
O 1.45459 0.54505 3.99806 -0.257 1.149 -1.495 0.34
H 2.40248 0.66213 6.37524 0.011 -0.054 0.273 0.45
H 2.95546 -0.75539 5.51893 0.126 -0.303 0.297 0.28
H 1.85459 -0.96847 6.93119 0.082 0.073 -0.022 0.42
H 0.41109 -1.11402 4.87018 0.821 -0.294 -0.898 -0.35
H 0.25601 1.11295 6.62635 -0.492 0.096 0.124 0.31
H -1.02260 0.14494 5.73715 -0.253 0.574 0.256 0.32
C 6.28168 -1.47320 -2.15697 -0.451 -0.584 1.256 -1.23
C 6.71561 -2.81368 -1.48939 -1.270 -0.678 -1.216 0.74
C 5.76841 -4.07604 -1.78139 -0.819 2.654 0.447 -0.06
O 6.61156 -5.02645 -2.34096 -0.558 -1.253 0.413 -0.34
C 7.78938 -4.53139 -2.60775 3.809 -0.755 -1.919 0.58
O 8.66927 -5.17468 -3.21541 -2.691 2.637 2.184 -0.61
O 7.88769 -3.22531 -2.15060 1.388 -1.796 -1.193 -0.42
H 5.40588 -1.05569 -1.66020 0.043 0.093 0.528 0.18
H 5.90778 -1.54136 -3.17856 0.660 -0.487 -0.169 0.39
H 7.10069 -0.76052 -2.05998 -0.087 0.013 -0.234 0.33
H 6.98554 -2.77038 -0.43423 -0.435 0.476 0.084 0.21
H 5.03760 -3.80882 -2.54468 -0.133 0.134 -0.052 -0.04
H 5.19759 -4.38579 -0.90599 0.441 -0.462 0.019 0.23
C 1.53763 -4.23491 3.75786 -0.321 -0.065 -0.767 -1.22
C 0.74249 -4.93274 2.59176 -0.810 -0.008 3.119 0.18
C -0.08844 -4.03297 1.67489 -0.349 -0.230 1.031 1.30
O 0.51806 -4.25293 0.43205 0.170 0.437 -1.073 0.07
C 1.54543 -5.12636 0.52570 1.895 0.837 -1.840 0.48
O 2.33632 -5.29940 -0.39031 -1.789 -0.287 1.833 -0.60
O 1.61763 -5.61403 1.76504 1.300 -0.550 -1.414 -0.39
H 2.20757 -3.48767 3.33254 0.024 0.133 -0.048 0.16
H 2.15072 -4.90798 4.35718 -0.035 -0.411 -0.439 0.46
H 0.89535 -3.75860 4.49860 -0.406 0.129 -0.334 0.30
H 0.11645 -5.71738 3.01663 -0.208 0.158 0.264 0.30
H -0.08621 -3.00369 2.03362 0.406 0.202 -0.467 -0.96
H -1.14469 -4.29612 1.61829 0.052 -0.346 -0.027 -0.03
C 1.19793 -0.56092 0.83191 -0.574 0.739 -1.105 -0.30
C -0.11279 -0.51532 0.06440 0.255 0.290 0.280 0.42
C -1.23715 0.23687 0.76515 0.702 -2.581 1.579 2.54
O -1.82075 0.97668 -0.21196 -1.603 2.114 -1.848 0.08
C -1.08154 1.08168 -1.32614 0.320 2.080 -1.373 0.04
O -1.31904 1.88178 -2.25970 1.003 -3.258 3.010 -0.65
O 0.01795 0.27349 -1.17543 -0.740 0.005 -0.344 -0.05
H 1.09976 -1.31082 1.61684 0.375 0.175 0.004 -0.08
H 1.38802 0.44183 1.21461 0.237 -0.139 0.334 -0.08
H 1.97086 -0.79514 0.09991 0.243 -0.364 0.394 0.18
H -0.40955 -1.54690 -0.12500 -0.126 0.077 -0.795 0.06
H -0.87122 0.77470 1.63976 -0.017 0.684 -0.319 -1.21
H -1.96024 -0.49160 1.13197 -0.063 0.175 0.083 -0.80
C -3.00967 2.00707 3.04839 0.443 -0.405 0.578 -0.01
C -3.38887 3.08744 4.09761 0.578 -1.298 -2.607 0.12
C -2.33532 4.17347 4.33548 0.765 -2.647 1.292 0.10
O -3.08629 5.28835 4.23083 -0.272 4.265 0.128 -0.38
C -4.24814 5.10493 3.61554 -3.113 3.672 -0.439 0.70
O -5.13916 5.94307 3.36152 3.389 -2.348 0.852 -0.65
O -4.36679 3.84336 3.39071 -1.675 -2.219 -0.566 -0.37
H -3.87154 1.47029 2.65197 -0.300 0.065 0.388 0.31
H -2.32130 1.26896 3.46002 -0.069 -0.093 0.204 -0.09
H -2.51882 2.39040 2.15384 0.038 0.678 0.218 -0.44
H -3.85702 2.64772 4.97829 0.145 0.127 0.147 0.43
H -1.48060 4.09946 3.66312 -0.191 0.298 -0.358 -0.07
H -1.96462 4.12165 5.35920 0.207 -0.034 0.012 0.30
C -3.34474 -0.29783 -4.92340 -1.295 -1.126 0.762 -1.32
C -4.48820 -0.82094 -3.97594 1.752 1.013 -0.570 0.24
C -4.14540 -2.04647 -3.13820 0.298 0.240 0.357 -0.32
O -4.47833 -1.62767 -1.79138 -0.805 -1.482 0.038 -0.20
C -4.97635 -0.38811 -1.79700 0.781 0.402 0.974 0.79
O -5.45915 0.14789 -0.83227 0.250 -0.332 -0.987 -0.60
O -4.66871 0.15497 -2.97073 -1.112 1.906 0.234 -0.31
H -3.29837 -1.06186 -5.69942 0.141 0.396 -0.496 0.43
H -2.36442 -0.25608 -4.44872 -0.198 0.043 0.327 0.24
H -3.62870 0.69431 -5.27430 0.096 -0.224 -0.278 0.36
H -5.43436 -0.86877 -4.51500 0.072 -0.388 -0.147 0.35
H -3.07303 -2.23097 -3.07433 -0.072 -0.312 -0.504 0.19
H -4.72441 -2.91613 -3.44889 0.208 -0.102 0.378 0.24
C 4.76394 1.51112 3.40389 1.062 -0.116 -1.307 -1.25
C 5.29933 0.85282 2.07920 -1.130 0.727 1.253 0.46
C 6.60448 0.10784 2.20444 0.718 1.253 1.340 -0.46
O 6.30653 -1.24664 1.95587 1.086 -0.505 -0.606 -0.36
C 5.02450 -1.39668 1.64050 -1.304 -0.378 0.399 0.38
O 4.46634 -2.45651 1.45553 0.772 1.697 -0.062 -0.52
O 4.43321 -0.17271 1.67550 -1.515 -1.398 -0.903 0.11
H 5.44610 2.35281 3.52350 0.030 0.101 0.557 0.48
H 4.84489 0.81828 4.24146 0.007 0.031 -0.015 0.37
H 3.75930 1.92918 3.34037 -0.004 -0.294 -0.317 -0.02
H 5.35715 1.60940 1.29668 -0.223 -0.054 -0.066 0.18
H 6.97841 0.17329 3.22620 0.116 -0.071 0.048 0.28
H 7.33342 0.61927 1.57579 0.281 -0.983 -0.461 0.32
C 2.44324 5.84356 -0.01169 -0.804 -1.105 -0.668 -1.41
C 1.02807 5.41479 -0.48607 0.792 -0.079 0.064 0.96
C 0.64616 3.93220 -0.20914 0.666 0.643 -0.875 0.79
O -0.50599 4.08212 0.59510 0.472 -4.321 -0.230 0.31
C -0.89631 5.28664 0.69311 -2.475 3.093 2.889 0.14
O -1.91189 5.60769 1.30608 1.787 -0.297 -1.484 -0.55
O 0.03780 6.11724 0.23959 -0.512 1.225 -0.186 -0.43
H 2.67473 5.30677 0.90829 -0.006 0.208 0.173 0.36
H 2.59260 6.91582 0.11508 -0.282 -0.106 -0.132 0.32
H 3.10964 5.45699 -0.78278 0.318 0.176 0.058 0.29
H 0.83650 5.59781 -1.54338 0.424 0.340 0.012 0.08
H 1.45065 3.35543 0.24718 -0.275 0.053 0.571 -0.13
H 0.36375 3.42735 -1.13298 -0.086 -0.003 -0.012 -0.76
C -6.32729 -1.79719 2.83309 1.368 -0.731 0.397 -1.20
C -5.23528 -2.92245 2.66719 -0.725 1.632 -0.526 0.39
C -4.50837 -2.73267 1.30405 -0.664 -1.159 -0.500 0.26
O -3.19892 -2.41667 1.68562 1.009 0.674 -2.792 0.09
C -3.03765 -2.28447 2.94341 2.070 -0.167 2.459 0.29
O -1.96153 -1.90133 3.41276 -2.307 -0.606 -0.029 -0.53
O -4.12213 -2.76224 3.58312 -0.045 0.710 0.929 -0.45
H -7.20270 -2.05489 2.23697 0.070 0.059 0.004 0.39
H -5.90035 -0.85160 2.49889 -0.138 0.038 -0.155 0.19
H -6.59820 -1.67084 3.88130 -0.139 -0.210 -0.036 0.39
H -5.69192 -3.89118 2.87004 0.367 -0.050 -0.246 0.37
H -4.84106 -1.93549 0.63926 -0.488 0.047 0.423 -0.26
H -4.42356 -3.63255 0.69485 -0.277 -0.157 0.107 0.02
C -4.46372 3.66970 -0.08060 0.719 -0.170 -0.642 -0.59
C -4.94163 4.05355 -1.48301 0.716 -1.500 0.880 0.65
C -6.29653 3.44881 -1.79721 0.238 0.467 -0.181 -0.04
O -7.05295 4.60480 -2.21198 -0.399 -0.493 -0.352 -0.41
C -6.33925 5.75330 -2.05341 -0.724 -0.027 1.347 0.55
O -6.80905 6.85378 -2.15543 0.863 -1.110 -0.415 -0.56
O -5.11634 5.43045 -1.57191 -0.150 1.800 -0.642 -0.41
H -5.07111 4.16592 0.67633 -0.068 -0.237 0.022 0.46
H -3.41315 3.89653 0.10092 -0.063 0.555 -0.112 -0.41
H -4.45945 2.58186 -0.01211 -0.564 -0.136 0.186 0.11
H -4.26798 3.70353 -2.26518 0.495 0.282 0.142 0.24
H -6.70373 2.93654 -0.92550 -0.494 0.344 -0.067 0.25
H -6.16449 2.72116 -2.59795 -0.535 0.146 -0.158 0.09
Cl 0.57472 4.29765 -3.98990 0.300 0.013 -0.627 0.03
C 1.49413 4.95416 -5.37905 0.891 1.579 -0.342 -0.74
C 2.96333 5.29707 -5.04019 -0.572 -1.161 1.138 -0.33
Cl 3.01035 6.37661 -3.56021 0.200 -0.510 -0.965 -0.17
H 1.11552 5.92753 -5.69097 -0.884 -0.260 0.184 0.38
H 1.42587 4.27872 -6.23183 0.074 -0.151 0.253 0.36
H 3.55105 5.76412 -5.83047 -0.481 0.109 -0.020 0.42
H 3.42081 4.33994 -4.78977 0.499 0.308 0.332 0.07
Cl -1.20011 -7.43608 -0.43330 -0.322 -0.763 1.846 -0.20
C -0.92320 -6.61559 -1.92530 1.062 -0.192 -0.655 -0.01
C -2.20872 -6.23440 -2.55969 -0.969 0.621 -0.553 -0.57
Cl -3.03352 -5.05270 -1.47213 -0.223 0.111 -0.140 -0.07
H -0.36026 -7.37149 -2.47285 -0.068 0.476 -0.626 0.31
H -0.28471 -5.76111 -1.70103 -0.084 0.047 -0.317 -0.11
H -2.90949 -7.05018 -2.73725 0.200 -0.148 0.401 0.41
H -2.12899 -5.72067 -3.51772 0.524 0.026 0.129 0.20
Cl 0.37129 -6.03030 -5.27659 0.092 -0.583 0.018 -0.20
C 1.19994 -4.49422 -5.63694 -0.836 0.325 0.076 -0.45
C 1.71223 -3.88606 -4.35010 1.643 0.245 -0.696 -0.62
Cl 0.53417 -3.16755 -3.28523 -0.809 -0.178 0.507 0.00
H 0.38760 -3.95004 -6.11868 0.434 0.530 0.094 0.25
H 1.99954 -4.65571 -6.35989 0.008 -0.158 0.233 0.39
H 2.40443 -3.06097 -4.51798 -0.046 0.027 -0.645 0.29
H 2.35901 -4.61695 -3.86475 -0.522 -0.192 0.497 0.30
Cl 4.52100 0.65432 -4.57579 0.354 -0.210 -0.335 -0.23
C 2.95119 1.18455 -3.94959 0.240 0.219 0.518 0.18
C 2.84510 0.92765 -2.44176 -0.087 0.448 -1.169 0.68
Cl 4.10239 1.89736 -1.63445 0.101 0.114 0.375 -0.20
H 2.19533 0.69849 -4.56646 -0.142 0.029 0.400 0.48
H 2.91716 2.26724 -4.07093 -0.184 -0.130 -0.236 -0.39
H 3.01890 -0.11581 -2.17894 -0.389 0.140 0.077 0.23
H 1.88484 1.35914 -2.15922 0.058 -0.558 0.382 -0.79
```
Forces are in eV/Å.